13
Properties=species:S:1:pos:R:3:forces:R:3 method="wB97M-V/def2-TZVPD" total_charge=-1 relative_energy_kcal_mol=7.65 lumo_ev=2.9 orbital_gap_ev=4.8
C -4.61211 0.15684 1.49025 0.2831 -0.5061 0.3795
H -4.40871 -0.31442 0.52730 -0.1928 0.2781 0.0151
H -5.37579 -0.40070 2.02174 -0.2025 -0.1698 -0.0594
H -4.94167 1.18533 1.42093 0.1325 0.1639 -0.2531
H -3.70412 0.07664 2.09080 -0.0181 0.2343 -0.0830
C 3.06929 -0.70230 -1.39042 -0.5073 0.0765 0.1554
O 4.35660 -0.69475 -1.72135 0.2373 -0.0802 -0.0506
C 2.67135 0.50513 -0.47940 0.3740 -0.0198 -0.4165
H 2.72557 -1.62879 -0.84838 -0.0026 -0.0677 0.0969
H 2.34683 -0.65680 -2.26263 0.0750 0.0728 -0.0432
H 1.60032 0.72743 -0.41365 -0.1488 -0.2132 0.0747
H 3.16652 1.35407 -0.94914 -0.0017 0.2758 0.0249
H 3.10591 0.39230 0.51394 -0.0280 -0.0445 0.1592